This record from the Open Molecules 2025 dataset describes one molecule with the formula C24H30NO6PS in a non-equilibrium geometry. The level of theory is ωB97M-V/def2-TZVPD.

Results
E_HOMO, eV: -9.29
HOMO-LUMO gap, Eh: 0.3334
Molar mass, g/mol: 491.546
SMILES: CCCCOP(=O)(OCCCC)[C@]1(NS(=O)(=O)c2ccccc2)C=CC(=O)c2ccccc21
E_LUMO, eV: -0.21

Geometry (Å):
S: 2.0419 -2.9196 -0.0323
P: -1.1874 -0.2653 -0.4604
O: 2.1579 -3.9227 -1.0474
O: -1.1815 -0.1363 -1.9214
O: 1.8200 -3.3203 1.3225
O: -1.4943 1.0150 0.4242
O: -2.2344 -1.3395 0.0794
O: 1.5222 1.8583 3.2799
N: 0.7326 -1.9779 -0.4967
C: 5.1602 -0.7505 -1.3647
C: 1.2828 1.0567 2.3934
C: 4.8904 -0.2569 0.9762
C: -4.2189 -2.4592 -0.7722
C: 4.1049 -1.6451 -1.3001
C: 2.5199 2.3874 0.7192
C: -2.7421 1.7032 0.3001
C: -4.7424 -1.9583 1.6738
C: 3.8381 -1.1546 1.0462
C: 0.2494 -1.0518 1.6689
C: 2.9765 2.6240 -0.5589
C: 0.4737 -0.7618 0.2399
C: 1.3791 0.3944 -0.0304
C: 5.5427 -0.0526 -0.2295
C: -2.8333 2.5581 -0.9599
C: 1.8299 0.6549 -1.3203
C: 3.4553 -1.8273 -0.0961
C: -4.8323 -2.9663 0.5344
C: -0.5696 3.7002 -0.7212
C: 2.6268 1.7534 -1.5810
C: -2.6942 -2.3965 -0.7610
C: 1.7211 1.2777 0.9974
C: 0.5839 -0.2037 2.6425
C: -2.0749 3.8825 -0.8657
H: -0.2387 -1.9914 1.8786
H: -4.3320 -3.8919 0.8258
H: -3.5500 0.9647 0.3113
H: -5.2674 -1.0415 1.4118
H: -2.4470 1.9724 -1.7945
H: -2.8127 2.3215 1.1997
H: 0.3564 -0.4214 3.6760
H: 3.7838 -2.2137 -2.1587
H: -0.1864 3.0663 -1.5177
H: -4.5058 -3.1307 -1.5840
H: 1.5488 0.0000 -2.1310
H: -2.2810 4.4559 -1.7723
H: 2.9707 1.9354 -2.5880
H: 5.1968 0.2827 1.8588
H: -5.8834 -3.2023 0.3520
H: 3.3114 -1.3477 1.9674
H: 2.7613 3.0511 1.5361
H: -3.8892 2.7679 -1.1461
H: 5.6817 -0.5969 -2.2970
H: -4.6081 -1.4652 -1.0028
H: -5.1978 -2.3666 2.5732
H: 6.3603 0.6502 -0.2833
H: 0.6771 -1.8702 -1.4999
H: -0.3243 3.2332 0.2282
H: 3.5948 3.4838 -0.7670
H: -2.2707 -3.3310 -0.3817
H: -3.7072 -1.7122 1.8899
H: -2.4562 4.4560 -0.0174
H: -0.0651 4.6626 -0.7703
H: -2.3241 -2.2208 -1.7756

Cartesian forces (eV/Å) of the 3 atoms listed first:
S -0.054 -0.231 -0.362
P -0.340 0.144 0.825
O 0.081 0.309 -0.212

***

This record from the Open Molecules 2025 dataset describes C43H33BrMoN12O5S2 as an isolated structure in a non-equilibrium geometry. The level of theory is ωB97M-V/def2-TZVPD.

Results
E_HOMO, eV: -7.17
HOMO-LUMO gap, Eh: 0.2118
Molar mass, g/mol: 1037.794
E_LUMO, eV: -1.41

Geometry (Å):
Mo: 0.2159 -0.7566 -0.1574
Br: -8.6366 3.7208 2.0559
S: 1.9786 -0.0073 1.4447
S: -2.4687 -0.7226 -0.6069
O: 3.8439 -1.4404 -0.5606
O: 1.9290 -0.5944 -1.4467
O: 6.9291 0.2508 -6.4689
O: 5.1085 -0.2438 -7.5023
O: -0.6730 0.6511 1.0669
N: -0.0089 -1.3352 2.7718
N: 5.7595 -0.0821 -6.4866
N: -3.1557 -0.0780 -3.0957
N: -0.0506 1.0664 -1.3553
N: 1.3850 -0.2176 4.0799
N: -3.9404 5.5774 -1.3206
N: -1.1927 -1.2230 -2.8735
N: 2.4216 0.5294 4.2426
N: -0.4062 -1.7310 1.6366
N: -0.2962 -1.7256 -1.9787
N: -2.8722 4.9779 -1.5414
N: 1.1681 -2.7438 -0.1557
C: -3.6944 -4.3591 1.9091
C: -6.6919 5.5842 1.1242
C: 3.1229 -0.8721 -3.9816
C: -1.7541 -3.5594 0.7336
C: 3.1802 -0.9495 -1.4556
C: 1.0470 -0.5178 2.8595
C: 2.2199 0.4224 6.6653
C: -5.4866 3.8027 -0.6315
C: -4.9751 5.0985 -0.4987
C: 2.7622 -4.9955 -0.5550
C: -0.9958 3.2740 -2.8138
C: 5.8131 -0.1454 -4.0295
C: -3.4391 -3.4526 2.9282
C: -0.8924 1.9816 -0.8002
C: -2.8379 -4.4145 0.8206
C: 4.4602 2.0422 6.9004
C: 0.0386 -3.5139 -3.6397
C: -2.3839 3.8960 -0.8128
C: 0.3358 1.2837 -2.6001
C: 2.6928 0.7793 7.9137
C: -1.5025 -2.6332 1.7432
C: 2.8737 0.8803 5.5184
C: -2.2322 -0.6808 -2.3129
C: -0.1072 2.3784 -3.3503
C: 1.9634 -4.5150 -1.5700
C: -6.5782 3.3989 0.1124
C: -7.1631 4.2885 1.0009
C: 3.9975 1.6924 5.6435
C: -2.6691 3.6222 0.5253
C: -2.3511 -2.6030 2.8551
C: 2.7488 -4.3370 0.6659
C: 3.8317 -0.7160 -2.7959
C: 3.8138 1.5900 8.0404
C: 1.9493 -3.2244 0.8160
C: -1.2226 1.7067 0.5507
C: 5.0926 -0.3059 -5.2051
C: 3.7561 -0.6751 -5.1953
C: -2.0884 2.5688 1.2148
C: 1.1853 -3.3787 -1.3497
C: 0.3169 -2.8168 -2.3456
C: -5.6141 5.9941 0.3582
C: -1.4182 3.0873 -1.4852
C: 5.1770 -0.3648 -2.8227
H: 4.5091 2.0483 4.7564
H: -5.0173 3.1173 -1.3255
H: 1.9338 -4.9930 -2.5386
H: 0.2592 2.4963 -4.3605
H: -4.0363 0.1566 -2.6756
H: -3.3547 4.2704 1.0523
H: -4.0967 -3.4027 3.7864
H: 1.3517 -0.2085 6.5501
H: 1.0289 0.5741 -3.0232
H: -3.0199 -5.1201 0.0204
H: 5.7028 -0.2732 -1.8825
H: 4.1793 1.8621 9.0215
H: 3.3851 -5.8653 -0.7141
H: 0.9598 -3.6993 -4.1952
H: -7.1696 6.2693 1.8110
H: -4.5539 -5.0141 1.9638
H: 5.3370 2.6696 6.9907
H: 1.9438 -2.6940 1.7549
H: 2.9287 0.8542 3.4226
H: -6.9656 2.3941 0.0136
H: 6.8525 0.1422 -4.0817
H: 3.2374 -0.7958 -6.1349
H: -1.3700 4.1206 -3.3726
H: 2.0781 -1.1556 -3.9460
H: 3.3826 -4.6507 1.4819
H: -5.2348 7.0046 0.4356
H: -1.0997 -3.6213 -0.1219
H: -2.1456 -1.8907 3.6395
H: -2.3291 2.3757 2.2516
H: -3.1130 -0.2252 -4.0904
H: -0.4453 -4.4734 -3.4443
H: 2.1866 0.4145 8.7978
H: -0.6238 -2.9009 -4.2393

Cartesian forces (eV/Å) of the 3 atoms listed first:
Mo 0.373 0.807 -0.522
Br 0.073 0.039 -0.070
S -0.229 -0.273 0.186

***

This record from the Open Molecules 2025 dataset describes a 4-piece molecular cluster, H7O4 overall in a non-equilibrium geometry. The level of theory is ωB97M-V/def2-TZVPD.

Results
E_HOMO, eV: -4.81
HOMO-LUMO gap, Eh: 0.3433
Molar mass, g/mol: 71.052
E_LUMO, eV: 4.53
Net charge: -1

Geometry (Å):
O: -2.5114 -0.6736 1.1033
O: 2.3586 0.3212 1.3503
O: -0.5967 0.5510 -0.2257
O: 0.8906 0.0131 -2.3282
H: 0.8343 -0.9381 -2.2144
H: 0.2533 0.2436 -1.5577
H: -1.6406 -0.1236 0.6985
H: 1.6408 0.1581 1.9521
H: -2.6082 -1.4438 0.5562
H: 1.7846 0.4287 0.5799
H: -0.4053 1.4633 0.0858

Cartesian forces (eV/Å) of the 3 atoms listed first:
O 1.530 1.450 0.134
O -0.119 0.129 -0.346
O 0.381 0.735 0.804

***

Look up the HOMO-LUMO gap of the second one.
0.2118 Eh

***

Among the records above, which one has the highest molar mass?
C43H33BrMoN12O5S2

***

The lowest molar mass belongs to which entry?
H7O4